Record 1
The following is a DFT calculation (ωB97M-V/def2-TZVPD) of a structure of composition C26H46Br14F9FeO6.

Each line ends with the Mulliken charge.
Atoms and positions in Å:
Fe (-3.052, 2.539, -1.827)  0.84
C (-1.649, 3.710, -5.680)  -0.11
O (-1.410, 4.444, -4.418)  -0.24
O (-2.601, 2.805, -5.199)  -0.45
C (-1.826, 4.575, -6.993)  0.85
F (-1.716, 3.815, -8.076)  -0.27
F (-2.975, 5.231, -7.041)  -0.26
F (-0.805, 5.373, -7.140)  -0.26
C (-0.303, 5.211, -4.231)  -0.14
C (-0.919, 6.407, -3.490)  -1.28
H (-0.132, 7.151, -3.364)  0.40
H (-1.806, 6.908, -3.878)  0.33
H (-1.189, 6.361, -2.435)  0.34
H (0.184, 5.583, -5.132)  0.30
H (0.345, 4.761, -3.479)  0.24
H (-0.755, 3.101, -5.813)  0.33
C (-0.372, 1.534, 1.109)  -0.03
O (-0.400, 0.777, -0.168)  -0.14
O (-1.368, 2.464, 0.796)  -0.87
C (-0.435, 0.657, 2.440)  0.72
F (0.769, 0.210, 2.725)  -0.27
F (-0.854, 1.313, 3.509)  -0.27
F (-1.142, -0.473, 2.427)  -0.28
C (0.662, -0.204, -0.263)  -0.13
C (0.380, -1.153, -1.447)  -1.31
H (-0.641, -1.507, -1.307)  0.36
H (0.512, -0.690, -2.426)  0.28
H (0.973, -2.065, -1.518)  0.38
H (0.827, -0.916, 0.545)  0.25
H (1.650, 0.241, -0.380)  0.26
H (0.579, 2.054, 1.226)  0.18
C (-6.449, -2.439, -1.446)  -0.12
O (-6.622, -3.021, -2.749)  -0.25
O (-5.888, -1.211, -1.929)  -0.78
C (-7.670, -2.465, -0.466)  0.84
F (-8.095, -3.751, -0.347)  -0.27
F (-7.165, -1.972, 0.659)  -0.25
F (-8.658, -1.747, -0.877)  -0.26
C (-6.975, -4.470, -2.793)  -0.23
C (-6.711, -4.703, -4.364)  -1.12
H (-7.233, -5.564, -4.781)  0.36
H (-7.047, -3.816, -4.902)  0.31
H (-5.630, -4.823, -4.435)  0.26
H (-8.039, -4.681, -2.690)  0.23
H (-6.382, -5.130, -2.160)  0.32
H (-5.641, -2.924, -0.898)  0.22
Br (7.667, 0.687, 0.294)  -0.15
C (9.019, 0.548, 1.728)  -0.55
C (10.380, 1.068, 1.205)  -0.58
Br (11.915, 0.461, 2.312)  -0.17
H (9.037, -0.517, 1.959)  0.35
H (8.648, 1.021, 2.637)  0.36
H (10.336, 2.108, 0.881)  0.40
H (10.613, 0.485, 0.314)  0.33
Br (-0.170, 0.261, 11.398)  -0.16
C (-0.559, -1.515, 10.701)  -0.57
C (-1.166, -1.523, 9.259)  -0.57
Br (-1.594, -3.310, 8.707)  -0.13
H (-1.293, -1.945, 11.384)  0.34
H (0.342, -2.125, 10.751)  0.37
H (-0.368, -1.234, 8.574)  0.32
H (-1.960, -0.800, 9.075)  0.39
Br (-4.818, 5.854, 7.804)  -0.18
C (-5.038, 5.958, 5.782)  -0.60
C (-4.992, 7.401, 5.258)  -0.58
Br (-5.284, 7.412, 3.237)  -0.16
H (-6.059, 5.578, 5.751)  0.34
H (-4.344, 5.303, 5.256)  0.41
H (-4.061, 7.877, 5.568)  0.37
H (-5.723, 8.106, 5.654)  0.38
Br (-0.555, -3.077, -8.025)  -0.14
C (0.979, -2.596, -9.154)  -0.54
C (2.148, -3.435, -8.645)  -0.64
Br (3.876, -2.799, -9.452)  -0.19
H (1.231, -1.538, -9.088)  0.38
H (0.735, -2.845, -10.187)  0.35
H (1.953, -4.469, -8.930)  0.38
H (2.243, -3.324, -7.565)  0.40
Br (9.814, -4.777, -3.378)  -0.18
C (7.809, -4.920, -3.438)  -0.66
C (7.261, -6.361, -3.799)  -0.51
Br (5.225, -6.082, -3.835)  -0.16
H (7.418, -4.197, -4.153)  0.40
H (7.526, -4.670, -2.416)  0.38
H (7.532, -7.094, -3.039)  0.37
H (7.565, -6.665, -4.800)  0.36
Br (4.389, 4.091, 6.028)  -0.17
C (3.422, 5.647, 6.858)  -0.59
C (1.911, 5.695, 6.539)  -0.60
Br (1.048, 7.133, 7.435)  -0.13
H (3.763, 6.563, 6.374)  0.35
H (3.624, 5.673, 7.929)  0.39
H (1.469, 4.812, 7.002)  0.33
H (1.665, 5.557, 5.487)  0.42
Br (2.252, -6.227, 1.629)  -0.20
C (0.313, -6.902, 1.652)  -0.63
C (-0.522, -5.829, 2.377)  -0.52
Br (-2.423, -6.504, 2.324)  -0.17
H (0.301, -7.946, 1.968)  0.42
H (-0.021, -6.971, 0.617)  0.38
H (-0.509, -4.869, 1.860)  0.36
H (-0.297, -5.729, 3.439)  0.36

Calculated values
2S+1 = 5
E_tot = -1079421.635 eV
energy above the lowest of the compared OMol25 structures with the same formula, charge and spin = 248.5 kcal per mole
orbital gap (alpha / beta) = 3.083 / 4.085 eV
F_max = 4.85 eV/A
total charge = -1
HOMO (alpha / beta) = -3.29 / -5.15 eV

Record 2
The following is a DFT calculation (ωB97M-V/def2-TZVPD) of the molecule C2H4N4O.

Each line ends with the Mulliken charge.
Atoms and positions in Å:
N (-0.695, -0.270, -1.098)  -0.17
C (0.779, 0.097, 0.568)  0.52
N (1.689, 0.994, 0.933)  -0.37
C (-0.587, -1.103, 0.043)  0.43
O (-2.007, -0.203, -1.563)  -0.40
N (-0.603, 0.380, 0.255)  -0.56
N (0.803, -1.198, 0.440)  -0.70
H (-1.984, 0.449, -2.276)  0.36
H (1.413, 1.952, 1.063)  0.24
H (2.572, 0.670, 1.288)  0.25
H (-1.378, -1.769, 0.347)  0.40

Calculated values
2S+1 = 1
E_tot = -10142.197 eV
energy above the lowest of the compared OMol25 structures with the same formula, charge and spin = 113.9 kcal per mole
orbital gap = 10.043 eV
F_max = 1.90 eV/A
HOMO = -9.12 eV

Record 3
The following is a DFT calculation (ωB97M-V/def2-TZVPD) of a cluster of 16 separate species, C64H96O32 in total.

Each line ends with the Mulliken charge.
Atoms and positions in Å:
O (-7.462, 2.231, 5.547)  -0.61
C (-6.805, 2.760, 4.627)  0.38
O (-7.137, 2.507, 3.307)  -0.37
C (-6.181, 3.085, 2.411)  0.36
C (-5.244, 3.802, 3.278)  0.31
C (-5.646, 3.772, 4.694)  -0.38
H (-6.682, 3.771, 1.728)  0.24
H (-5.646, 2.317, 1.852)  -0.32
H (-5.305, 4.839, 2.950)  0.27
H (-4.222, 3.504, 3.044)  -0.41
H (-6.139, 4.685, 5.028)  0.25
H (-4.890, 3.512, 5.434)  0.31
O (1.763, 1.584, 4.350)  -0.67
C (0.794, 2.236, 3.886)  0.56
O (-0.380, 1.780, 3.804)  -0.18
C (-1.250, 2.597, 3.074)  0.24
C (-0.698, 4.007, 3.178)  0.21
C (0.788, 3.641, 3.372)  -0.07
H (-2.293, 2.397, 3.319)  0.11
H (-1.223, 2.233, 2.047)  -0.48
H (-0.948, 4.497, 4.119)  0.41
H (-1.008, 4.696, 2.392)  -0.43
H (1.380, 4.314, 3.993)  0.53
H (1.326, 3.734, 2.428)  -0.34
O (2.437, -1.974, 6.759)  -0.74
C (1.663, -1.877, 5.802)  0.30
O (2.068, -2.177, 4.633)  -0.53
C (1.079, -1.887, 3.632)  2.57
C (-0.196, -1.638, 4.408)  0.93
C (0.290, -1.349, 5.810)  -0.47
H (0.952, -2.675, 2.890)  -0.73
H (1.399, -1.007, 3.074)  -1.19
H (-0.791, -2.549, 4.339)  -0.75
H (-0.669, -0.827, 3.856)  0.23
H (-0.329, -1.722, 6.627)  0.39
H (0.455, -0.286, 5.986)  0.07
O (-0.156, -8.479, 4.471)  -0.70
C (0.578, -7.475, 4.626)  0.56
O (0.134, -6.424, 5.217)  -0.42
C (1.055, -5.310, 5.064)  0.79
C (2.418, -5.955, 4.923)  -0.63
C (2.080, -7.248, 4.171)  -0.26
H (0.949, -4.594, 5.879)  0.44
H (0.759, -4.781, 4.157)  -0.78
H (2.782, -6.127, 5.936)  0.37
H (3.128, -5.249, 4.491)  0.28
H (2.619, -8.142, 4.482)  0.41
H (1.982, -7.127, 3.092)  0.01
O (-5.285, -5.038, 1.459)  -0.67
C (-4.523, -4.510, 2.261)  0.47
O (-3.871, -5.230, 3.098)  -0.35
C (-2.926, -4.446, 3.874)  -0.19
C (-3.020, -3.086, 3.202)  0.61
C (-4.179, -3.014, 2.233)  0.02
H (-1.903, -4.823, 3.899)  -0.04
H (-3.296, -4.298, 4.888)  0.37
H (-2.142, -3.004, 2.562)  -0.72
H (-3.100, -2.317, 3.971)  0.67
H (-4.095, -2.554, 1.249)  -0.38
H (-5.026, -2.540, 2.729)  0.40
O (7.452, 1.400, 2.814)  -0.65
C (6.370, 0.831, 2.781)  0.26
O (6.029, -0.062, 3.749)  -0.43
C (4.721, -0.482, 3.563)  -0.23
C (4.267, -0.034, 2.198)  1.63
C (5.258, 0.960, 1.724)  0.66
H (4.189, 0.030, 4.366)  0.18
H (4.654, -1.557, 3.728)  0.19
H (3.312, 0.481, 2.294)  -1.08
H (4.061, -0.881, 1.543)  -0.30
H (4.734, 1.912, 1.642)  -0.29
H (5.634, 0.743, 0.724)  0.03
O (4.687, 0.490, -2.291)  -0.57
C (5.017, -0.701, -2.003)  0.62
O (6.159, -0.977, -1.390)  -0.34
C (6.359, -2.359, -1.101)  -0.50
C (4.993, -2.937, -1.361)  -0.62
C (4.254, -2.016, -2.289)  -0.07
H (6.513, -2.615, -0.052)  0.32
H (7.042, -2.845, -1.798)  0.31
H (4.454, -2.988, -0.414)  0.01
H (5.096, -3.974, -1.679)  0.56
H (3.180, -1.916, -2.132)  0.16
H (4.432, -2.347, -3.312)  0.25
O (4.338, -1.134, -8.557)  -0.64
C (5.198, -1.085, -7.664)  0.57
O (5.114, -0.189, -6.676)  -0.28
C (6.187, -0.314, -5.690)  0.33
C (6.686, -1.696, -5.950)  -0.52
C (6.347, -2.025, -7.454)  -0.58
H (5.762, -0.233, -4.689)  -0.37
H (6.935, 0.467, -5.827)  0.28
H (6.233, -2.444, -5.300)  0.17
H (7.745, -1.810, -5.718)  0.46
H (6.227, -3.047, -7.814)  0.35
H (7.195, -1.783, -8.094)  0.26
O (1.899, -5.012, 1.710)  -0.68
C (0.793, -5.005, 1.186)  0.58
O (-0.280, -5.557, 1.788)  -0.24
C (-1.303, -5.823, 0.819)  -1.09
C (-1.055, -4.802, -0.330)  0.28
C (0.463, -4.561, -0.223)  -0.16
H (-2.330, -5.829, 1.184)  0.39
H (-1.071, -6.841, 0.506)  0.38
H (-1.654, -3.931, -0.060)  -0.24
H (-1.324, -5.248, -1.287)  0.58
H (0.867, -3.578, -0.465)  -0.18
H (1.069, -5.303, -0.743)  0.44
O (-0.417, -1.652, 0.984)  -0.76
C (0.100, -0.675, 0.475)  -0.29
O (1.432, -0.489, 0.487)  -0.13
C (1.824, 0.610, -0.332)  0.87
C (0.552, 1.343, -0.535)  0.50
C (-0.575, 0.397, -0.214)  0.54
H (2.270, 0.237, -1.254)  -0.50
H (2.482, 1.269, 0.234)  -0.54
H (0.468, 1.683, -1.567)  0.09
H (0.467, 2.198, 0.136)  -0.27
H (-1.057, 0.105, -1.147)  0.24
H (-1.383, 0.729, 0.438)  -0.37
O (-0.509, 2.862, -7.813)  -0.57
C (0.153, 2.712, -6.840)  0.38
O (0.751, 3.650, -6.030)  -0.43
C (1.612, 3.129, -5.024)  0.14
C (1.646, 1.615, -5.262)  0.23
C (0.469, 1.356, -6.263)  -0.18
H (1.171, 3.220, -4.032)  -0.09
H (2.649, 3.455, -4.943)  0.26
H (1.669, 1.161, -4.272)  -0.11
H (2.588, 1.261, -5.682)  0.06
H (-0.435, 1.025, -5.751)  -0.08
H (0.800, 0.754, -7.109)  0.39
O (-3.870, 1.977, 0.139)  -0.46
C (-3.802, 2.330, -1.038)  0.26
O (-2.602, 2.829, -1.520)  -0.03
C (-2.645, 2.992, -2.936)  0.03
C (-3.967, 2.342, -3.325)  -0.83
C (-4.826, 2.276, -2.117)  0.05
H (-1.809, 2.448, -3.376)  -0.08
H (-2.620, 4.033, -3.256)  0.30
H (-3.804, 1.359, -3.766)  0.07
H (-4.429, 3.009, -4.053)  0.44
H (-5.539, 1.451, -2.113)  -0.02
H (-5.406, 3.170, -1.885)  0.35
O (3.529, 3.982, 1.460)  -0.62
C (3.767, 4.193, 0.263)  0.37
O (3.904, 3.136, -0.595)  0.04
C (4.147, 3.582, -1.884)  -0.30
C (3.802, 5.082, -1.901)  -0.50
C (3.691, 5.526, -0.471)  -0.08
H (3.768, 3.011, -2.732)  0.10
H (5.230, 3.514, -1.996)  0.32
H (2.899, 5.274, -2.479)  0.26
H (4.719, 5.484, -2.331)  0.35
H (2.705, 5.884, -0.175)  -0.27
H (4.483, 6.196, -0.137)  0.36
O (0.489, 6.285, 1.155)  -0.49
C (-0.277, 7.021, 0.533)  0.55
O (0.027, 8.241, -0.033)  -0.41
C (-1.000, 8.867, -0.824)  -0.36
C (-2.197, 7.994, -0.447)  -0.73
C (-1.675, 6.665, 0.106)  0.23
H (-0.848, 8.770, -1.899)  0.29
H (-1.184, 9.877, -0.456)  0.30
H (-2.909, 7.914, -1.269)  0.37
H (-2.644, 8.476, 0.423)  0.28
H (-1.581, 5.749, -0.478)  -0.12
H (-2.250, 6.249, 0.934)  0.13
O (-4.911, -2.587, -1.282)  -0.51
C (-5.721, -1.938, -0.752)  0.48
O (-5.436, -0.775, -0.246)  -0.07
C (-6.613, -0.043, 0.186)  -0.22
C (-7.768, -0.655, -0.613)  -0.66
C (-7.206, -2.087, -0.694)  -0.90
H (-6.574, 1.035, 0.026)  0.15
H (-6.805, -0.175, 1.251)  0.34
H (-7.923, -0.092, -1.534)  0.30
H (-8.680, -0.587, -0.020)  0.37
H (-7.544, -2.628, -1.577)  0.42
H (-7.527, -2.658, 0.178)  0.27
O (0.135, -1.334, -4.318)  -0.63
C (-0.934, -1.947, -4.284)  0.54
O (-2.137, -1.391, -4.104)  -0.34
C (-3.195, -2.373, -4.005)  -0.02
C (-2.503, -3.589, -3.583)  0.11
C (-1.168, -3.451, -4.355)  -0.56
H (-3.665, -2.340, -4.988)  0.32
H (-3.950, -2.008, -3.309)  -0.22
H (-3.119, -4.418, -3.931)  0.48
H (-2.301, -3.531, -2.514)  -0.29
H (-1.227, -3.703, -5.414)  0.35
H (-0.349, -4.000, -3.890)  0.30

Calculated values
2S+1 = 1
E_tot = -133443.805 eV
energy above the lowest of the compared OMol25 structures with the same formula, charge and spin = 123.3 kcal per mole
orbital gap = 8.874 eV
F_max = 5.92 eV/A
HOMO = -9.35 eV